C26H25F6N7O3SV | ωB97M-V with the def2-TZVPD basis set

Geometry as XYZ:
```
69
Properties=species:S:1:pos:R:3:forces:R:3:mulliken_charge:R:1
V 11.166929 13.630585 9.281905 -0.448 0.089 0.207 0.42
N 15.334257 13.007125 8.541462 0.128 0.586 0.578 -0.45
C 14.129190 13.291670 9.092479 0.697 -0.029 -0.287 0.75
S 12.860822 12.190712 8.578682 -0.119 0.290 0.236 -0.59
N 14.082540 14.315654 9.919589 0.464 -0.302 -0.373 -1.55
N 12.825918 14.578534 10.294864 -1.421 0.658 -0.410 1.20
C 12.509680 15.716357 10.804843 0.078 0.197 0.729 -0.60
C 11.074422 15.927554 11.132688 0.741 0.461 0.610 0.89
C 10.579778 16.941322 11.960596 1.553 -0.242 -0.526 -0.97
C 9.250894 17.052597 12.267769 0.319 -0.059 -0.248 -0.53
C 8.464264 16.076604 11.731912 -2.498 -1.073 -0.769 -0.79
C 8.986541 15.073844 10.915068 -1.400 0.574 0.756 -0.37
N 10.257271 15.024793 10.626180 0.327 -1.097 -0.919 0.59
H 15.323249 12.486071 7.690250 0.145 -0.235 -0.215 0.21
H 16.072987 13.689999 8.682830 -0.264 -0.250 -0.116 0.26
H 13.238251 16.514720 11.013712 -0.188 -0.516 -0.106 0.33
H 11.318540 17.617160 12.308695 0.374 0.748 0.461 0.51
H 8.860630 17.866682 12.851963 -0.045 0.087 0.165 0.45
H 7.355392 16.062557 11.814254 0.957 0.180 0.271 0.36
H 8.315912 14.324024 10.505900 0.272 0.022 -0.183 0.49
F 9.960617 11.434770 15.921401 -0.007 0.032 -1.164 -0.34
C 9.618241 10.923828 14.686380 -0.062 -0.273 1.098 0.15
C 10.061169 11.443589 13.515878 0.707 0.503 -0.960 -0.82
C 9.699894 10.813980 12.290841 0.574 0.821 -0.369 0.18
C 10.027729 11.441036 10.961660 0.023 -0.342 0.824 1.46
O 10.776642 12.427075 10.925482 0.018 0.198 0.573 -0.58
C 9.427624 10.855222 9.812315 0.005 0.818 -0.272 -0.06
C 8.847901 9.660196 9.939462 -1.345 -1.192 -0.645 -0.50
N 8.648622 9.008168 11.109344 0.272 -0.357 0.419 0.24
C 7.945870 7.743355 11.088407 -0.146 -0.423 0.022 -0.35
C 8.452568 6.703338 10.107519 -0.656 0.661 1.491 -0.92
C 8.647834 6.473418 11.582737 -1.073 0.389 -0.062 -0.38
C 8.994197 9.621344 12.311999 -0.553 -0.403 -0.014 -0.38
C 8.523053 9.116902 13.543052 0.047 -0.212 0.036 0.32
C 8.801828 9.784570 14.723798 -0.708 -0.073 -0.106 -1.22
N 8.156036 9.347211 15.928935 0.417 0.276 0.095 0.43
C 8.639852 8.108797 16.518749 -0.608 -0.200 -0.865 -0.62
C 7.409788 7.319245 16.998183 0.212 -0.676 0.830 -0.80
N 6.290000 8.315154 17.205768 0.091 -0.902 -1.288 -0.14
C 6.732908 9.546000 17.874060 0.451 0.805 0.030 -0.63
C 7.779967 10.293361 16.983118 -0.476 -0.320 -0.196 -0.71
C 9.170087 11.583922 8.465679 0.441 -1.096 0.572 0.18
O 8.691897 10.913831 7.567849 0.044 0.593 0.154 -0.73
O 9.445095 12.824998 8.517683 0.537 0.775 -0.245 -0.72
H 10.749240 12.306862 13.485285 -0.597 -0.450 0.020 0.55
H 8.388261 9.215258 9.023297 0.525 0.298 0.895 0.69
H 6.849402 7.853286 11.233115 0.860 -0.237 -0.086 0.42
H 9.269807 7.002804 9.513604 0.883 0.124 -0.531 0.37
H 7.678500 6.178959 9.611589 -0.396 -0.652 -0.432 0.27
H 9.609280 6.548304 12.063752 0.251 0.159 -0.254 0.24
H 7.978377 5.761520 12.069201 0.238 0.090 -0.217 0.28
H 7.917946 8.202576 13.546007 0.161 0.507 0.094 0.60
H 9.348282 8.275637 17.313585 0.269 0.121 0.524 0.33
H 9.150260 7.562922 15.738512 0.127 -0.336 -0.045 0.48
H 7.618818 6.746056 17.912985 -0.197 0.660 0.133 0.36
H 7.032841 6.537757 16.341731 0.056 0.354 -0.569 0.42
H 5.475680 7.884668 17.622319 -0.116 -0.156 0.627 0.32
H 5.980872 8.536907 16.249860 0.258 0.323 0.164 0.40
H 7.124337 9.267442 18.839141 0.185 -0.130 0.284 0.35
H 5.862282 10.160182 18.024762 -0.314 0.250 0.148 0.35
H 8.601296 10.682243 17.583595 0.149 -0.380 0.180 0.45
H 7.313028 11.179173 16.565077 -0.118 -0.031 -0.352 0.49
F 11.518867 16.573721 8.526508 -0.834 0.589 0.422 -0.27
C 11.331416 15.345839 7.933576 1.003 -0.388 0.055 0.80
F 12.523379 15.268038 7.224014 -0.441 -0.707 -0.618 -0.33
C 10.155171 15.514155 6.983583 -0.822 -0.805 -0.267 0.52
F 9.058075 15.802759 7.783312 0.823 -0.466 -1.007 -0.27
F 9.902053 14.363740 6.254451 0.315 1.706 1.112 -0.24
F 10.297672 16.509498 6.119410 -0.146 0.064 -0.100 -0.26
```
Positions in Å, forces in eV/Å.

Summary:
Total charge   +1
E_LUMO (alpha / beta)   -3.46 / -3.46 eV
Calculated total energy   -96763.22408 eV
Relative energy (zero: lowest compared OMol25 entry of this formula, charge and spin)   0.0 kJ/mol
HOMO level (alpha / beta)   -9.77 / -9.86 eV
2S+1   3
Expectation value of S²   2.0178
Gap between HOMO and LUMO (alpha / beta)   0.2320 / 0.2352 Ha